# 1
ORCA calculation (ωB97M-V/def2-TZVPD) on a structure of composition C24H20BrCl5IrN4O2S.

```
! wB97M-V def2-TZVPD RIJCOSX def2/J DEFGRID3
* xyz 2 2
O 1.375 -0.703 -1.955
H -1.878 -3.382 -2.633
C 2.017 3.159 -2.870
H 1.377 3.298 8.006
N 0.783 -2.317 -0.286
N 0.721 -1.216 0.530
C -2.743 0.959 -0.539
C -3.285 1.530 0.602
H 0.819 -5.840 -5.257
Cl -3.145 0.116 -3.098
Cl -2.321 1.283 2.026
H 1.467 -0.656 6.402
C 1.084 3.142 5.886
C 0.012 -3.549 -2.906
Cl -5.017 2.899 2.140
C 1.030 -1.252 1.772
C -0.145 -4.529 -3.876
C 1.297 -3.119 -2.551
O -1.070 -2.964 -2.311
C -4.801 1.668 -1.657
H 1.626 0.858 8.330
C 1.142 0.912 4.963
C 0.307 1.423 -2.725
C 2.395 -3.677 -3.208
C 0.986 -0.052 2.570
H 1.412 3.963 -2.451
H 3.391 -3.350 -2.932
H -0.393 3.048 -3.722
C -4.487 2.209 0.671
H 1.077 -1.100 4.292
S -0.177 -0.233 -2.159
Cl -5.772 1.708 -3.067
H 1.017 -3.187 0.179
Br 0.991 1.534 1.484
C -3.573 1.003 -1.661
C 2.241 -4.647 -4.179
H 3.033 3.262 -2.505
H -1.142 -4.861 -4.141
Cl -6.734 3.134 -0.479
H 2.647 -2.067 -1.292
H 2.028 3.221 -3.958
C -5.251 2.298 -0.494
N 1.501 1.858 -2.440
H 0.819 2.728 3.824
H -1.481 1.697 -3.628
C 1.452 1.261 7.342
N -0.576 2.103 -3.415
C 1.362 0.412 6.256
C 1.312 2.629 7.158
H 3.105 -5.074 -4.668
C 1.574 -2.095 -1.497
C 1.003 2.298 4.795
H 2.110 1.218 -1.945
Ir -0.907 0.151 -0.125
H 0.969 4.208 5.749
C 1.066 -0.080 3.912
C 0.961 -5.075 -4.505
H 1.388 -2.165 2.246
*
```

Computed properties:
Largest force on an atom = 0.76 eV/A
Kohn-Sham gap (spin up / spin down) = 7.1 / 6.3 eV
<S²> = 0.76
DFT total energy = -6672.9320 a.u.



# 2
ORCA calculation (ωB97M-V/def2-TZVPD) on the molecule C24H20BrClN2O4.

```
! wB97M-V def2-TZVPD RIJCOSX def2/J DEFGRID3
* xyz 0 1
C 5.539 -0.851 0.164
C 2.014 -0.784 1.582
H -0.669 2.141 -1.424
H -1.075 -2.790 -2.305
O 2.692 2.469 -0.686
H -3.079 -1.276 -0.770
C -0.458 -2.361 -1.530
H 5.598 2.109 1.793
N 1.992 0.372 -1.119
C 4.240 -1.231 0.455
H -5.766 -0.278 2.902
C -4.694 -0.357 1.056
H 3.358 -0.818 -2.159
C -4.505 0.219 -0.192
O -2.391 0.592 -1.330
C 6.021 0.358 0.634
C 5.219 1.172 1.417
C -5.624 0.175 1.933
O -1.527 -0.038 0.668
Cl 3.677 -2.775 -0.106
C 1.871 1.589 -0.525
H 7.030 0.657 0.394
H -7.088 1.702 2.257
C 3.931 0.780 1.720
H 0.604 2.876 0.600
C -1.505 0.658 -0.314
C -6.172 1.870 0.330
H 6.165 -1.503 -0.425
H -6.746 2.740 0.045
H 3.816 0.890 -1.943
H -5.090 1.792 -1.517
H 0.211 -2.686 1.780
C 1.147 -1.283 0.474
C 1.175 -0.739 -0.817
H 0.420 -0.899 -2.812
H -4.106 -1.215 1.344
C -6.364 1.287 1.571
C 2.996 0.206 -2.156
N -0.572 1.604 -0.578
Br -1.757 -4.226 0.176
C 0.579 1.835 0.261
C -3.475 -0.328 -1.144
C 0.262 -2.313 0.768
C 0.388 -1.306 -1.813
H -3.891 -0.462 -2.145
H 2.583 0.448 -3.138
C -0.531 -2.839 -0.232
C 3.412 -0.413 1.220
H 3.296 1.397 2.338
O 1.611 -0.689 2.717
H 0.481 1.182 1.130
C -5.246 1.338 -0.548
*
```

Computed properties:
SMILES = CN(C(=O)CNC(=O)OCc1ccccc1)c1ccc(Br)cc1C(=O)c1ccccc1Cl
Largest force on an atom = 0.58 eV/A
Kohn-Sham gap = 8.8 eV
DFT total energy = -4371.2986 a.u.



# 3
ORCA calculation (ωB97M-V/def2-TZVPD) on a structure of composition C24H20N2O4 at a distorted geometry.

```
! wB97M-V def2-TZVPD RIJCOSX def2/J DEFGRID3
* xyz 0 1
C 1.227 0.605 0.433
H 5.761 1.919 2.899
H 1.650 -2.550 0.855
C 0.205 -0.714 -2.764
N -1.303 -1.473 -0.016
O -1.720 0.349 1.638
C -0.549 -0.530 -3.828
C -1.417 0.853 -3.950
H 3.931 0.313 -0.498
H -6.313 -2.095 -1.351
O -0.476 -3.388 -0.926
C -0.369 1.601 -1.846
H -0.840 -1.179 -4.806
H -4.365 -2.226 -3.055
H 1.107 -0.795 2.215
C 1.156 2.461 4.006
H 0.130 2.202 -1.276
C -2.668 -1.612 -0.356
C -1.119 1.665 -3.073
C 4.973 1.677 2.440
C 2.615 1.087 1.048
H -5.697 -1.958 1.074
C 0.586 -0.349 0.951
H -3.531 -1.291 1.703
H 1.786 2.022 4.851
H 0.897 -1.624 -2.796
C 3.800 0.825 0.451
C -4.313 -2.053 -2.010
C -5.372 -1.943 -0.899
H -2.246 -2.082 -2.258
H -1.705 2.732 -3.013
C 1.136 -1.909 0.286
H 5.783 0.794 0.634
C 2.479 1.634 2.304
H 0.611 1.472 0.579
C -3.023 -1.738 -1.566
C -5.016 -1.749 0.387
C 5.070 0.939 1.286
C 0.581 0.455 -1.968
H 1.583 3.651 3.841
H 3.558 2.410 3.962
H -2.015 0.793 -4.743
O 1.901 -1.295 -0.849
C -0.974 -0.496 0.933
H -0.035 2.581 4.130
C -0.229 -2.403 -0.196
C -3.627 -1.649 0.516
N 1.617 0.117 -1.085
O 1.201 1.825 2.650
C 3.578 2.120 3.055
*
```

Computed properties:
Largest force on an atom = 18.27 eV/A
Kohn-Sham gap = 8.4 eV
DFT total energy = -1336.4157 a.u.



# 4
ORCA calculation (ωB97M-V/def2-TZVPD) on a structure of composition C24H21AlCl2N3O2 at a distorted geometry.

```
! wB97M-V def2-TZVPD RIJCOSX def2/J DEFGRID3
* xyz 3 1
C 3.841 2.239 -0.941
H 2.323 4.484 1.544
H 1.619 -2.016 3.532
Cl 0.137 -0.168 3.451
H -4.788 3.426 1.913
C 4.336 1.848 -2.175
C 3.527 1.162 -3.071
H -0.121 -1.185 -1.122
N -1.735 1.249 1.252
C 0.343 -3.999 -2.929
H -0.609 -5.881 -2.544
H -1.739 -5.112 -0.502
C -0.182 -2.249 -1.388
H 2.690 2.112 1.546
C 2.532 1.930 -0.586
N 0.668 1.873 1.057
C 0.492 -2.683 -2.518
N -1.579 -1.235 0.941
C -3.230 -2.886 0.581
C -0.982 -3.105 -0.640
C -2.790 -0.756 1.045
C -1.579 2.562 1.397
C -0.151 2.878 1.203
H 5.358 2.084 -2.440
C -1.690 -2.681 0.636
C -3.921 2.808 1.717
C 2.220 0.853 -2.731
H -5.058 0.969 1.549
C 1.654 -1.017 3.109
H 2.498 -0.455 3.498
C 2.004 2.414 0.751
C 1.752 3.950 0.790
H -3.618 -3.593 1.309
C -2.655 3.395 1.642
H -3.587 -3.153 -0.410
H 0.860 -4.348 -3.812
C -1.128 -4.420 -1.071
H 0.674 1.058 -1.262
H 1.575 0.363 -3.447
O -3.775 -1.563 0.905
H -1.258 -3.232 1.475
O 0.327 4.064 1.125
H 1.122 -2.007 -3.079
H 3.908 0.887 -4.045
Cl 1.770 -1.121 1.333
C -4.081 1.434 1.526
C -0.477 -4.859 -2.214
H 1.899 4.424 -0.178
H 4.478 2.785 -0.253
C -2.939 0.688 1.296
Al -0.145 0.091 0.958
C 1.734 1.233 -1.488
H -2.523 4.462 1.766
*
```

Computed properties:
Largest force on an atom = 1.44 eV/A
Kohn-Sham gap = 6.3 eV
DFT total energy = -2403.8466 a.u.



# 5
ORCA calculation (ωB97M-V/def2-TZVPD) on a structure of composition C24H21BBeF4N6S2Si at a distorted geometry.

```
! wB97M-V def2-TZVPD RIJCOSX def2/J DEFGRID3
* xyz 0 1
H 12.599 10.319 13.240
H 9.036 11.092 9.760
H 8.861 10.049 17.162
C 9.752 4.923 16.106
C 9.360 8.230 8.057
H 11.417 11.558 13.446
H 9.655 10.010 12.950
C 9.952 6.149 19.771
F 16.084 8.561 16.501
H 9.942 4.973 13.945
C 10.082 5.611 17.281
C 10.623 8.212 10.090
C 9.664 5.281 18.626
C 8.498 9.970 16.142
H 5.676 9.319 14.291
H 13.051 9.329 21.177
C 7.615 9.793 13.474
C 10.854 6.632 14.800
H 10.410 12.312 16.389
H 9.170 4.018 16.191
C 12.510 8.799 20.373
H 8.971 7.570 7.338
F 14.443 10.136 16.926
C 8.881 9.475 8.340
N 10.364 7.736 8.860
C 7.212 9.567 15.836
C 10.138 5.438 14.862
Be 12.464 8.503 16.375
C 11.216 7.556 18.289
C 9.450 10.123 15.080
H 7.303 10.099 12.472
H 6.571 9.341 16.718
H 11.122 6.954 13.777
C 11.527 7.863 20.682
H 13.722 9.686 18.750
F 15.167 9.688 14.731
C 12.159 10.961 14.024
H 10.957 6.959 8.621
S 8.857 4.139 20.601
C 8.979 9.965 13.794
B 15.004 9.210 15.982
H 11.220 7.732 21.708
N 12.195 8.447 18.029
N 11.304 7.227 15.906
C 12.863 9.059 19.068
C 10.805 6.801 17.170
C 6.707 9.570 14.502
N 9.021 4.160 18.917
N 9.656 5.516 20.937
C 9.279 10.042 9.568
H 12.103 12.116 16.986
C 11.127 11.588 16.800
F 13.922 8.186 15.874
Si 11.303 10.323 15.471
N 10.097 9.414 10.445
H 10.839 11.159 17.766
H 8.204 9.974 7.652
H 13.047 11.542 14.287
C 10.864 7.201 19.603
S 11.722 7.364 11.025
*
```

Computed properties:
Largest force on an atom = 4.17 eV/A
Kohn-Sham gap (spin up / spin down) = 5.2 / 5.2 eV
DFT total energy = -2780.9431 a.u.



# 6
ORCA calculation (ωB97M-V/def2-TZVPD) on a structure of composition C24H21FN4O5 at a distorted geometry.

```
! wB97M-V def2-TZVPD RIJCOSX def2/J DEFGRID3
* xyz 0 1
C 2.270 0.819 1.208
O -0.942 0.614 -1.278
C 6.813 -0.509 -0.078
C -3.342 -2.164 -0.302
C -5.295 -2.843 0.022
C 3.646 -1.405 1.202
H -7.216 -3.096 1.172
H -3.764 -4.216 0.220
C 5.578 -0.638 0.047
H 0.517 -2.427 -1.334
C -4.002 -3.193 0.028
C 1.391 0.948 0.001
C -6.694 -3.510 0.354
H -5.390 2.296 -0.095
C 4.528 0.531 0.538
C -1.822 3.803 -0.103
C 6.211 1.933 -0.658
C 7.169 0.750 -0.812
N -4.158 -1.275 -0.629
H 5.387 -2.755 0.894
H 4.322 2.513 -0.111
C -0.946 1.439 -0.421
C -3.325 2.149 -0.530
H -3.424 0.954 -0.496
H -1.678 -1.044 -0.778
H 3.152 -2.186 1.713
H 0.358 2.661 0.671
C -4.128 4.288 0.229
H 2.067 1.474 -0.982
C 5.154 1.620 -0.036
F -5.111 5.181 0.354
C 0.355 -2.585 -0.299
N 0.295 1.590 0.163
N -2.123 -2.128 -0.225
N 4.963 -1.517 0.815
O -5.514 -1.615 -0.240
H 2.529 1.852 1.490
H 1.468 0.325 1.951
C -4.447 2.887 0.104
C 1.168 -0.298 -0.707
H 0.851 -3.116 0.188
O 1.526 -0.737 -1.956
H -2.748 5.691 0.480
H -0.737 4.166 0.044
C 3.455 -0.143 0.912
O -1.466 -4.063 0.186
H -6.455 -4.616 0.653
H -7.176 -3.404 -0.725
H 6.611 2.614 -1.117
C -2.949 4.770 0.351
H 8.057 0.892 -1.347
O 0.574 -1.386 0.023
C -1.157 -2.949 -0.214
C -2.042 2.501 -0.127
H 7.635 -1.443 -0.413
*
```

Computed properties:
Largest force on an atom = 16.61 eV/A
Kohn-Sham gap = 7.9 eV
DFT total energy = -1621.4427 a.u.



# 7
ORCA calculation (ωB97M-V/def2-TZVPD) on a cluster of 2 separate species, C24H21N3O4 in total at a distorted geometry.

```
! wB97M-V def2-TZVPD RIJCOSX def2/J DEFGRID3
* xyz 0 1
O 2.718 2.900 -0.617
H -5.170 -2.743 1.818
C -2.198 -2.751 0.159
C -2.935 4.583 -1.419
O -5.233 4.983 -2.908
C -1.761 4.492 -3.509
C -1.792 4.240 -0.753
C -0.762 -0.999 1.007
H 6.029 -1.778 1.064
H 3.817 -5.814 1.637
H -1.660 0.246 2.514
H -1.790 4.146 0.319
C -2.938 4.693 -2.804
H -1.775 4.602 -4.582
C -1.821 -0.582 1.842
H -4.978 -3.156 0.117
C 2.096 -2.415 1.057
H -3.800 -0.966 2.521
C 3.347 -4.861 1.466
C 1.767 -1.004 0.908
H -0.237 -2.352 -0.572
H 1.366 -5.653 1.683
H 5.197 -3.813 1.251
O 1.923 3.354 -2.589
H 0.299 3.983 -3.406
H -2.354 -3.597 -0.487
C -3.010 -1.269 1.855
N -4.165 4.967 -3.530
C 1.329 -3.558 1.315
O -4.099 5.166 -4.749
C 3.498 -2.517 1.037
H 5.741 -0.363 0.045
C -0.589 3.989 -1.454
C -3.213 -2.374 1.031
C 1.955 -4.768 1.500
C 0.517 -0.366 1.068
H 3.110 0.738 0.685
N 4.014 -1.218 0.877
H 0.539 0.671 1.363
C 2.988 -0.324 0.802
C 4.124 -3.748 1.244
H 0.492 3.472 0.302
C -1.005 -2.075 0.130
C -0.611 4.150 -2.857
C 0.547 3.582 -0.763
H -3.848 4.774 -0.880
N 1.786 3.264 -1.358
C 5.430 -0.877 0.952
H 5.610 -0.233 1.811
H -4.280 -4.190 1.365
H 0.264 -3.478 1.407
C -4.477 -3.155 1.085
*
```

Computed properties:
Largest force on an atom = 2.47 eV/A
Kohn-Sham gap = 3.1 eV
DFT total energy = -1392.1159 a.u.



# 8
ORCA calculation (ωB97M-V/def2-TZVPD) on a structure of composition C24H21N9O5S3Zr.

```
! wB97M-V def2-TZVPD RIJCOSX def2/J DEFGRID3
* xyz 2 1
H -2.315 -1.339 1.446
C 2.837 -0.038 3.532
C -1.917 0.071 -4.410
C -1.101 -0.913 -3.844
H 0.433 3.525 -2.861
C 4.103 0.121 1.487
H 3.253 4.457 -0.286
C 0.523 -2.930 -2.522
C 1.421 -3.750 -0.456
C -0.528 -2.014 -4.587
C -2.062 1.100 -2.261
O -0.544 -0.372 2.291
N -1.292 0.167 -1.702
C 1.707 0.000 2.772
N 0.162 -1.720 -0.481
C 5.387 -0.030 3.672
O 5.484 -1.145 4.198
H 1.739 4.260 0.664
N -4.557 1.077 3.432
C 0.863 -2.652 0.180
N 1.720 0.121 1.414
N -3.674 2.022 3.004
Zr -0.246 0.352 0.439
S -1.665 2.444 1.188
C 1.261 -3.888 -1.819
C -0.022 -1.860 -1.814
S 0.154 -3.562 -6.231
C 0.955 4.008 -2.038
O 6.070 0.990 3.608
H 1.663 4.737 -2.436
H 2.776 -0.150 4.607
C -0.827 -0.840 -2.477
H 2.912 0.208 -0.287
H -2.151 0.026 -5.466
H -3.665 2.933 3.440
C -4.311 0.029 2.716
S 1.899 2.761 -1.184
N -3.282 0.322 1.827
H 1.692 -4.725 -2.355
H -3.049 1.852 -4.005
C -2.883 1.599 2.034
O -0.027 -0.050 4.451
H -3.303 -0.824 0.205
H 0.262 4.481 -1.345
C 2.923 0.154 0.798
N -2.642 -0.529 0.919
C 2.552 3.745 0.154
H -4.271 -2.080 3.009
C -4.989 -1.282 2.810
H -2.407 1.892 -1.607
N -0.673 -2.227 -5.885
H 5.052 0.170 0.969
H 3.088 3.082 0.831
C 0.267 -2.993 -3.944
C 4.086 0.039 2.889
C 0.322 -0.137 3.320
H 1.977 -4.473 0.123
H -5.532 -1.514 1.893
N 0.710 -3.929 -4.769
C -2.408 1.078 -3.607
O 0.803 1.889 -0.522
H 0.984 -2.503 1.245
H -5.698 -1.246 3.633
*
```

Computed properties:
Largest force on an atom = 0.66 eV/A
Kohn-Sham gap = 4.8 eV
DFT total energy = -3037.4553 a.u.



# 9
ORCA calculation (ωB97M-V/def2-TZVPD) on a structure of composition C24H22BBrNPV at a distorted geometry.

```
! wB97M-V def2-TZVPD RIJCOSX def2/J DEFGRID3
* xyz 1 3
H 1.916 5.589 -0.069
C -1.614 2.970 -1.436
H -1.216 -4.062 0.375
C 2.701 -2.663 2.475
H 0.045 5.171 0.319
C -2.909 3.696 -3.355
C -1.881 1.562 -3.392
H 5.008 -2.196 -0.005
N 1.555 2.604 0.854
C -2.632 2.531 -4.041
H -0.464 -2.026 4.632
B 1.171 5.261 0.813
H -2.490 4.932 -1.613
H 3.153 -4.174 3.941
C -2.846 -0.730 -0.746
C 3.886 -2.776 1.724
C 2.432 -3.412 3.631
C -2.991 -2.922 0.227
H 1.240 5.676 1.954
H -3.329 0.209 -1.043
C -1.471 -0.967 -0.944
C 0.407 -2.185 4.044
H 0.275 -2.227 -0.578
C 0.738 -0.196 -2.603
C -0.825 -2.140 -0.542
H -3.497 4.475 -3.816
H 1.147 -3.750 5.246
C -1.622 -3.116 0.047
C -2.362 3.943 -2.077
C 0.676 -1.430 2.951
C 2.070 -0.801 0.990
V 0.929 0.826 0.744
H -1.137 3.195 -0.488
C 1.321 -3.177 4.373
H 4.593 -3.557 2.023
C 3.174 -1.033 0.211
H -2.990 2.345 -5.042
H -3.543 -3.707 0.662
H -4.624 -1.569 0.078
P -0.423 0.440 -1.352
C -3.586 -1.714 -0.140
H 0.253 -0.903 -3.318
C -1.378 1.751 -2.112
C 4.113 -1.999 0.618
C 1.470 3.769 0.909
C 1.814 -1.616 2.121
H 3.348 -0.473 -0.698
H -1.705 0.613 -3.858
H 1.558 -0.702 -2.148
H 1.163 0.685 -3.103
Br -0.622 -0.017 2.556
*
```

Computed properties:
Largest force on an atom = 1.57 eV/A
Kohn-Sham gap (spin up / spin down) = 7.3 / 7.9 eV
<S²> = 2.03
DFT total energy = -4866.4541 a.u.